(1)
C14H13BrF6OTi | ωB97M-V/def2-TZVPD

```
36
Properties=species:S:1:pos:R:3:forces:R:3
C 2.6088 0.1045 -0.0141 -0.17 0.11 1.66
C 1.8604 1.3080 0.2941 2.35 -0.22 0.22
C 1.2317 1.1179 1.5337 1.76 -0.25 0.77
H 1.8795 2.2437 -0.2774 -0.16 -0.66 0.19
C 1.4693 -0.1696 2.0163 0.98 -0.57 -0.12
C 2.2971 -0.8418 1.0415 1.33 -0.24 0.02
H 2.8913 -1.8069 1.2150 -1.40 1.42 -0.50
H 3.2730 -0.0674 -0.8461 0.03 0.06 -0.04
H 0.6540 1.8628 2.0374 0.71 -0.55 -0.32
H 1.1779 -0.5743 3.0182 0.09 0.35 -1.29
Ti 0.5847 -0.3231 -0.7133 -0.46 -2.21 0.28
Br 0.7878 0.7800 -2.8025 0.17 1.76 -1.49
C -0.6183 -2.7748 -1.7496 0.36 0.19 -0.62
C 0.3690 -3.4239 -0.9764 0.98 0.04 0.60
C 1.6568 -3.0944 -1.5143 -1.10 -0.13 0.17
H 0.1989 -4.1415 -0.1666 0.01 0.54 -0.18
C 1.4491 -2.2685 -2.6361 -0.69 -0.18 -0.30
C 0.0293 -2.1182 -2.8282 0.55 -0.25 0.38
H -0.4799 -1.6896 -3.6974 0.37 0.11 0.64
H -1.6889 -2.8833 -1.6757 -0.08 -0.07 0.18
H 2.6152 -3.4873 -1.1849 -0.21 0.22 0.10
H 2.2345 -1.8900 -3.2900 -0.34 -0.03 0.21
C -2.8193 1.3610 -0.1889 -0.66 0.33 0.24
C -1.5926 1.5609 0.7224 1.40 -0.42 -1.69
O -0.5340 0.9885 -0.0152 -3.62 1.97 0.24
C -1.4277 3.1071 1.0742 1.17 -0.37 -0.55
F -2.4197 3.5595 1.8959 0.88 -0.38 -0.58
F -0.2049 3.3819 1.6690 -2.14 0.71 -0.61
F -1.4538 3.8270 -0.0577 -0.17 0.00 0.49
C -1.6576 0.8118 2.0590 0.15 -1.33 -0.33
F -2.9102 0.8334 2.5563 0.29 -0.36 0.17
F -1.3005 -0.4810 1.7483 -1.15 0.88 1.41
F -0.8362 1.2558 3.0529 -1.56 -0.57 -0.28
H -2.6393 1.8779 -1.1562 0.08 -0.27 0.79
H -3.7287 1.7658 0.2799 0.07 -0.16 -0.25
H -2.9564 0.2882 -0.4235 0.18 0.55 0.38
```
Forces are in eV/Å.

The energy relative to the best compared isomer or geometry (same formula, charge and spin) is 152.1 kJ/mol. The HOMO energy (spin up / spin down) comes out at -0.13136 / -0.13754 Ha. The value obtained for the frontier orbital gap (spin up / spin down) is 6.6123 / 6.7732 eV. The calculation puts the molar mass at 439.0 g/mol. Its total energy is -126240.5236 eV. Its spin multiplicity is 2. The net charge is -1.



(2)
C4H12N3 | ωB97M-V/def2-TZVPD

```
19
Properties=species:S:1:pos:R:3:forces:R:3
N 0.7557 -1.2943 2.3043 0.41 -0.27 1.71
C 0.7648 -1.1400 0.9218 -4.06 1.95 0.94
C -0.2746 -0.4619 0.2628 3.37 -1.20 -0.84
N -1.0447 0.5515 0.9825 -1.87 0.28 1.21
C -0.2907 -0.6150 -1.2556 -0.75 0.41 1.06
C 0.2979 0.6285 -2.0099 -0.37 0.22 -0.94
N -0.1494 1.9045 -1.3118 -0.83 -0.22 -1.69
H 1.6544 -1.4456 2.8269 -1.36 0.08 -1.13
H -0.0426 -1.7723 2.7961 1.22 0.88 -1.11
H 1.5620 -1.5262 0.3672 0.97 -0.81 -0.84
H -2.0182 0.2404 1.3141 1.88 0.19 0.04
H -0.3635 0.7510 1.7342 -1.03 0.02 0.66
H -1.2737 1.4974 0.5487 1.17 -1.49 -0.78
H 0.3030 -1.5142 -1.3276 0.32 -0.12 -0.84
H -1.3300 -0.9829 -1.4901 0.88 0.89 -0.54
H 1.4309 0.7014 -1.9878 -1.32 -0.88 0.05
H 0.0211 0.6044 -3.1234 0.23 0.09 1.68
H -0.5969 2.5920 -1.9828 0.98 -1.15 1.09
H 0.7372 2.2541 -1.0153 0.15 1.12 0.27
```
Forces are in eV/Å.

The SMILES is N/C=C(\[NH3+])CCN. The energy relative to the best compared isomer or geometry (same formula, charge and spin) is 267.2 kJ/mol. The HOMO energy comes out at -0.46791 Ha. The value obtained for the frontier orbital gap is 9.5351 eV. The calculation puts the molar mass at 102.2 g/mol. Its total energy is -8804.9654 eV. Its spin multiplicity is 1. The net charge is +1.



(3)
C6H15N3 | ωB97M-V/def2-TZVPD

```
24
Properties=species:S:1:pos:R:3:forces:R:3
C 0.3868 0.7759 -2.4518 1.69 -2.03 2.70
C -0.4164 0.3937 -1.1377 -0.29 2.30 -1.31
C -1.8039 -0.1250 -1.4987 -0.35 0.41 1.66
C 0.3697 -0.3875 -0.1750 0.35 -0.88 2.51
C 1.3901 0.4104 0.7325 2.19 -5.31 -1.14
N 0.8858 -0.4316 1.8085 1.54 0.77 2.81
C 0.7467 0.0741 3.2238 1.19 0.58 -0.76
N -0.3536 -0.6257 1.1910 -0.94 -1.49 -1.16
N -0.8246 -1.9884 1.3942 -2.08 1.63 0.31
H 0.8205 -0.1264 -2.9650 -0.77 0.72 0.28
H 1.2624 1.2897 -2.0230 -0.10 0.30 -0.76
H -0.1794 1.3835 -3.0927 -0.65 0.80 -0.87
H -0.5025 1.3804 -0.5878 -0.38 -0.86 -0.68
H -2.5450 0.6712 -1.4282 0.15 0.34 -0.33
H -2.1922 -0.8121 -0.7243 0.40 -0.34 -0.78
H -1.7726 -0.4528 -2.5128 -0.39 -0.91 -0.53
H 0.8266 -1.3572 -0.4445 -0.31 0.40 -0.42
H 2.4939 0.1456 0.5442 -1.56 1.02 0.12
H 1.1502 1.3903 0.7368 -0.57 3.46 0.35
H 1.7007 -0.2338 3.8269 -1.85 0.76 -1.05
H 0.5697 1.2269 3.2346 0.29 -1.90 0.21
H -0.1417 -0.4545 3.6057 0.46 0.39 0.18
H -0.2505 -2.6979 1.0792 2.25 -1.31 -1.47
H -0.9464 -2.2716 2.3643 -0.25 1.15 0.11
```
Forces are in eV/Å.

The SMILES is CC(C)[C@H]1CN(C)N1N. The energy relative to the best compared isomer or geometry (same formula, charge and spin) is 400.2 kJ/mol. The HOMO energy comes out at -0.29546 Ha. The value obtained for the frontier orbital gap is 9.1841 eV. The calculation puts the molar mass at 129.2 g/mol. Its total energy is -10931.7622 eV. Its spin multiplicity is 1. The net charge is 0.



(4)
H4N4O2 | ωB97M-V/def2-TZVPD

```
10
Properties=species:S:1:pos:R:3:forces:R:3
H 1.7031 1.7965 1.2041 0.87 -1.69 0.65
N 1.3933 1.0076 0.6244 -1.32 0.04 -2.07
N 1.7944 -0.1756 0.6897 0.59 2.26 1.86
N 1.2951 -0.9539 -0.2229 -0.39 -0.60 -1.07
H 0.6878 -0.5976 -0.9742 0.29 -0.15 0.80
H 1.4615 -1.9335 -0.0768 -0.02 0.08 -0.19
O -2.3008 -0.7597 0.8999 0.68 1.93 -3.31
N -1.8410 -0.3409 -0.1377 -0.48 -1.19 2.29
O -2.4510 0.8201 -0.6358 2.19 0.49 -1.38
H -1.7426 1.1371 -1.3708 -2.41 -1.18 2.42
```
Forces are in eV/Å.

The SMILES is [H]/N=N/N.O=NO. The energy relative to the best compared isomer or geometry (same formula, charge and spin) is 30.0 kJ/mol. The HOMO energy comes out at -0.33283 Ha. The value obtained for the frontier orbital gap is 9.0843 eV. The calculation puts the molar mass at 92.1 g/mol. Its total energy is -10115.1565 eV. Its spin multiplicity is 1. The net charge is 0.



(5)
C38H49BN10O6S3Sc | ωB97M-V/def2-TZVPD

```
108
Properties=species:S:1:pos:R:3:forces:R:3
Sc 0.2828 -0.6095 -0.4254 -0.41 -0.31 -0.05
C -4.8284 0.0054 -1.1944 0.09 0.00 0.08
C -4.4321 -0.0480 0.2492 0.04 0.03 -0.04
C -5.2665 -0.5377 1.2020 0.01 0.02 -0.02
C -4.8575 -0.5963 2.5592 -0.11 -0.11 -0.06
N -3.6926 -0.1477 2.9178 0.14 0.02 0.15
N -2.8686 0.3555 1.9864 -0.01 -0.05 0.06
B -1.6163 1.0220 2.5651 -0.02 0.64 -0.61
N -1.5120 2.4880 2.2222 0.10 -0.07 -0.06
N -2.7668 3.0022 2.2644 -0.21 0.08 0.04
C -2.9715 4.2072 1.8508 -0.11 -0.04 0.02
C -1.9033 4.9743 1.2939 0.08 0.11 -0.03
C -0.6440 4.4859 1.2562 -0.06 0.06 -0.02
C 0.4842 5.2217 0.6126 -0.04 -0.03 0.01
C -0.3940 3.1834 1.8425 0.12 -0.30 0.13
S 1.1464 2.5740 2.0356 -0.20 -0.03 -0.06
C -4.3832 4.7681 1.9709 0.05 0.00 0.00
C -5.3828 3.6627 2.3136 0.08 -0.03 -0.02
C -4.3754 5.8222 3.0872 -0.02 0.03 -0.01
C -4.7959 5.4217 0.6446 0.05 -0.03 -0.01
N -0.4326 0.1534 2.9642 -0.10 -0.29 0.11
N -1.1930 0.5977 3.9803 0.15 -0.17 0.39
C -0.8865 0.4661 5.2372 -0.06 0.18 -0.11
C 0.2779 -0.3065 5.4853 0.06 -0.12 0.04
C 1.0212 -0.8474 4.4816 0.12 -0.14 0.10
C 2.2288 -1.6770 4.7645 0.00 0.06 -0.09
C 0.6699 -0.5833 3.0998 -0.04 0.27 -0.17
S 1.6274 -1.0952 1.8218 0.14 0.12 0.01
C -1.6787 1.1554 6.3243 -0.03 -0.01 0.01
C -2.1166 0.1181 7.3684 0.03 0.00 -0.04
C -0.7377 2.1845 6.9746 0.02 0.02 0.01
C -2.8981 1.8765 5.7487 0.03 -0.05 -0.06
C -3.1325 0.4052 0.6636 -0.21 -0.12 0.01
S -1.9805 0.9959 -0.4245 0.24 0.28 0.15
C -5.7778 -1.1076 3.6612 -0.06 0.06 0.04
C -4.9699 -1.8364 4.7370 0.00 -0.01 -0.06
C -6.8387 -2.0622 3.1018 0.02 0.03 -0.01
C -6.4759 0.1178 4.2766 0.00 -0.04 -0.02
H -5.9087 -0.0836 -1.3033 0.03 -0.02 0.02
H -4.3475 -0.8119 -1.7362 0.03 0.03 -0.02
H -4.4830 0.9294 -1.6539 -0.03 0.04 -0.01
H -6.2491 -0.8913 0.9175 0.02 0.02 0.03
H -2.1047 5.9545 0.8791 -0.02 -0.04 0.02
H 0.1639 6.2077 0.2784 -0.01 -0.03 0.02
H 0.8392 4.6504 -0.2482 0.03 -0.02 0.01
H 1.3255 5.3146 1.2970 0.01 0.02 0.01
H -5.1452 3.1967 3.2706 -0.02 -0.01 -0.01
H -5.3689 2.8812 1.5486 -0.04 0.02 0.03
H -6.3893 4.0837 2.3675 0.05 -0.01 0.00
H -4.1487 5.3643 4.0536 0.00 0.02 -0.05
H -5.3548 6.3027 3.1552 0.05 -0.02 0.01
H -3.6303 6.5981 2.8930 -0.05 -0.02 0.02
H -4.6887 4.7193 -0.1862 -0.01 0.04 0.02
H -4.2016 6.3099 0.4232 -0.03 -0.04 -0.02
H -5.8410 5.7318 0.6976 0.03 0.00 0.01
H 0.5808 -0.4738 6.5106 -0.03 0.02 -0.02
H 2.3374 -1.8700 5.8291 -0.01 0.02 0.00
H 3.1188 -1.1648 4.3915 -0.01 -0.02 0.02
H 2.1707 -2.6200 4.2190 0.00 -0.01 0.03
H -1.2606 -0.3455 7.8636 -0.06 0.01 -0.02
H -2.7208 -0.6694 6.9159 -0.03 0.00 0.01
H -2.7174 0.6112 8.1335 0.03 -0.01 0.00
H 0.0949 1.7026 7.4920 -0.03 0.04 -0.03
H -1.2990 2.7679 7.7067 0.03 -0.03 0.00
H -0.3315 2.8716 6.2286 -0.02 -0.02 0.03
H -3.5219 1.2017 5.1602 0.01 0.01 0.02
H -2.6017 2.7080 5.1053 -0.01 -0.03 -0.02
H -3.4944 2.2779 6.5699 0.03 0.00 -0.04
H -4.5481 -2.7652 4.3440 0.01 0.04 0.03
H -5.6191 -2.0832 5.5789 0.02 -0.01 -0.03
H -4.1531 -1.2127 5.0937 0.02 -0.01 0.05
H -6.3899 -2.8501 2.4903 -0.03 0.02 0.03
H -7.5888 -1.5378 2.5054 0.03 -0.05 0.01
H -7.3613 -2.5408 3.9312 -0.01 0.02 -0.02
H -5.7516 0.7746 4.7629 -0.03 -0.02 -0.02
H -7.2087 -0.2066 5.0194 0.04 0.03 -0.02
H -6.9995 0.6955 3.5101 0.01 -0.01 0.04
O 1.1394 -1.4081 -6.5854 0.02 -0.08 -0.04
C 1.0014 -1.1933 -5.2682 0.02 0.02 0.08
C 0.8813 0.0857 -4.7187 0.03 0.10 -0.16
C 0.7383 0.1811 -3.3550 -0.02 -0.08 0.24
N 0.6801 -0.8972 -2.5865 0.26 0.08 -0.15
C 0.8454 -2.1145 -3.0877 -0.10 0.05 0.20
C 1.0034 -2.3192 -4.4359 0.02 -0.15 -0.13
C 0.7966 -3.1513 -1.9698 0.02 0.10 -0.12
O 0.5672 -4.3222 -2.2172 0.04 0.02 0.05
O 0.9221 -2.6014 -0.8073 0.18 -0.23 0.02
C 0.7107 1.4430 -2.5016 0.13 0.14 -0.13
O 0.6718 2.5443 -2.9905 -0.01 -0.06 0.01
O 0.7616 1.1318 -1.2346 0.22 0.69 -0.13
H 1.1744 -0.5761 -7.0703 0.00 0.06 -0.01
H 0.9263 0.9837 -5.3239 -0.01 -0.02 0.02
H 1.1494 -3.3117 -4.8417 -0.03 0.04 0.01
C -2.4736 -5.5669 -1.8291 0.00 0.07 0.03
N -2.3302 -4.2114 -1.3255 -0.01 -0.09 -0.02
C -1.8811 -3.9309 0.0247 0.08 0.02 0.15
C -1.5782 -2.4548 -0.0768 -0.57 -0.24 0.05
O -1.1531 -1.7180 0.8283 -0.10 -0.43 0.10
N -1.7793 -2.0219 -1.3304 -0.09 -0.05 -0.04
C -2.1793 -3.0961 -2.0401 -0.05 -0.02 0.05
N -2.4504 -2.9924 -3.3402 0.08 -0.04 0.02
H -1.7079 -6.1937 -1.3755 0.02 0.01 -0.01
H -2.3111 -5.5939 -2.9039 0.00 0.00 0.00
H -3.4604 -5.9700 -1.6020 0.00 0.01 -0.01
H -0.9526 -4.4632 0.2464 0.02 0.00 0.01
H -2.6335 -4.1614 0.7794 -0.02 0.01 0.01
H -2.1745 -2.1366 -3.7917 0.00 0.02 -0.02
H -2.5533 -3.8132 -3.9097 -0.04 0.01 -0.03
```
Forces are in eV/Å.

The energy relative to the best compared isomer or geometry (same formula, charge and spin) is 150.7 kJ/mol. The HOMO energy comes out at -0.36326 Ha. The value obtained for the frontier orbital gap is 7.0059 eV. The calculation puts the molar mass at 893.8 g/mol. Its total energy is -121273.8136 eV. Its spin multiplicity is 1. The net charge is +1.



(6)
C13H19Cl2NRu | ωB97M-V/def2-TZVPD

```
36
Properties=species:S:1:pos:R:3:forces:R:3
Ru -1.0288 -0.4909 2.1446 -0.78 0.89 -3.25
Cl -3.2430 -0.8450 1.6223 -0.55 -0.73 0.21
Cl -1.7639 1.3524 3.2004 -0.50 1.52 1.59
C -1.3975 0.7119 -2.4786 -3.59 6.26 1.99
H -1.2464 1.8044 -2.7077 -0.13 -1.41 -0.34
H -2.0580 0.5930 -1.5947 0.38 0.23 -0.07
C -0.6999 -0.9940 0.4078 2.18 -1.62 0.55
C -0.7355 -0.3697 -2.8462 1.23 -5.57 -1.01
H 0.2203 -0.6762 -0.1146 -1.08 0.97 -0.40
C -1.4815 -1.7134 -3.0161 0.23 0.41 -1.33
H 0.1122 -0.5450 -2.2499 1.79 -0.29 0.77
C -2.5001 -2.2271 -1.9572 -0.13 0.21 -0.21
H -2.0104 -1.5839 -3.9760 -0.15 -0.33 0.31
H -0.7448 -2.5036 -3.1883 0.05 0.05 -0.02
C -1.9586 -3.0913 -0.8108 -0.11 -0.02 -0.69
H -3.0862 -1.4015 -1.5612 -0.07 0.16 0.13
H -3.2108 -2.8513 -2.5241 0.19 0.16 0.24
C -0.9279 -2.4456 0.1355 -0.48 -0.24 0.67
H -2.8022 -3.5216 -0.2425 0.34 0.48 -0.16
H -1.4709 -3.9486 -1.2939 0.03 0.02 0.23
H -1.1939 -2.7703 1.1727 0.41 -0.74 -0.72
H 0.0961 -2.7432 -0.1678 -0.46 -0.32 0.35
C 4.0599 3.2451 1.6405 0.34 0.08 0.10
C 2.8068 2.4329 1.5654 -0.66 -0.28 -0.33
C 1.8658 2.5888 0.5266 -0.05 -0.20 0.27
C 0.6861 1.8446 0.5453 0.06 -0.69 0.35
N 0.4776 0.9441 1.5363 0.26 0.41 0.18
C 1.3503 0.7844 2.5324 -0.27 0.18 -0.60
C 2.5378 1.4821 2.5587 -0.05 0.22 0.06
H 4.6849 3.1403 0.7467 -0.14 -0.09 0.13
H 3.8734 4.3175 1.7683 -0.19 -0.21 -0.04
H 4.6202 2.9059 2.5124 0.21 0.14 -0.14
H 2.0578 3.2694 -0.3070 -0.11 -0.10 0.39
H -0.0929 1.9332 -0.2485 0.69 -0.20 0.82
H 0.9818 0.0722 3.2980 0.90 0.50 -0.10
H 3.2224 1.3001 3.3713 0.19 0.13 0.07
```
Forces are in eV/Å.

The energy relative to the best compared isomer or geometry (same formula, charge and spin) is 314.1 kJ/mol. The HOMO energy (spin up / spin down) comes out at -0.26862 / -0.30250 Ha. The value obtained for the frontier orbital gap (spin up / spin down) is 6.6521 / 7.3430 eV. The calculation puts the molar mass at 361.3 g/mol. Its total energy is -42898.8036 eV. Its spin multiplicity is 5. The net charge is 0.



What is the total energy in the third record? -10931.7622 eV